Formula: H14O7
Source: the OMol25 dataset
Level of theory: the ωB97M-V functional and the def2-TZVPD basis

E_HOMO in hartree: -0.300

```
! wB97M-V def2-TZVPD RIJCOSX def2/J DEFGRID3
* xyz 0 1
H 0.20 -0.79 -0.39
H 0.38 0.72 -0.25
H -1.50 -2.42 -1.41
H -2.94 -1.94 -1.36
H -1.24 2.29 1.99
H -0.44 3.28 1.16
H 1.22 -1.94 2.00
H 2.27 -1.98 0.91
H 2.97 -0.51 -1.07
H 3.91 0.67 -0.92
H 0.05 2.04 -1.80
H -0.64 2.33 -0.47
H -2.26 -0.85 1.17
H -3.39 -0.66 0.18
O 0.88 -0.11 -0.24
O -2.07 -1.77 -0.98
O -0.35 2.47 1.68
O 1.59 -2.52 1.33
O 3.79 -0.24 -0.65
O 0.01 2.69 -1.09
O -2.44 -0.77 0.23
*
```

***

Formula: C34H35AsBr2CrN3O4PS
Source: the OMol25 dataset
Level of theory: the ωB97M-V functional and the def2-TZVPD basis

E_HOMO (alpha / beta) in hartree: -0.387 / -0.387

```
! wB97M-V def2-TZVPD RIJCOSX def2/J DEFGRID3
* xyz 1 2
Cr 0.90 0.23 -1.42
O 2.86 -2.97 -2.99
C 2.57 -2.10 -2.20
O 1.77 -1.13 -2.49
C 3.13 -2.04 -0.78
P 1.97 -1.08 0.30
C 0.88 -2.41 0.89
C 0.95 -2.95 2.16
C 0.07 -3.95 2.54
C -0.89 -4.40 1.65
C -0.97 -3.86 0.37
C -0.09 -2.87 -0.01
C 3.13 -0.70 1.65
C 3.93 -1.71 2.19
C 4.81 -1.41 3.21
C 4.91 -0.12 3.69
C 4.14 0.89 3.14
C 3.25 0.61 2.12
H 4.07 -1.49 -0.82
H 3.33 -3.05 -0.41
H 1.69 -2.59 2.86
H 0.13 -4.37 3.53
H -1.57 -5.18 1.94
H -1.72 -4.21 -0.31
H -0.14 -2.44 -1.01
H 3.86 -2.72 1.81
H 5.42 -2.20 3.63
H 5.60 0.11 4.49
H 4.24 1.90 3.50
H 2.63 1.39 1.70
C -2.34 0.69 -0.97
C -1.51 1.87 -0.57
C -2.10 3.06 -0.14
C -1.33 4.15 0.20
C 0.07 4.06 0.09
C 1.00 5.08 0.36
Br 0.40 6.77 0.99
C 2.36 4.88 0.19
C 2.84 3.66 -0.27
Br 4.69 3.38 -0.51
C 1.97 2.60 -0.55
O 2.33 1.44 -0.99
C 0.58 2.82 -0.37
N -0.19 1.75 -0.67
H -3.36 0.78 -0.61
H -1.91 -0.23 -0.59
H -2.36 0.63 -2.06
H -3.18 3.11 -0.09
H -1.79 5.07 0.54
H 3.05 5.67 0.41
N -1.59 -1.35 3.23
C -1.46 -0.19 2.57
S 0.06 0.41 2.21
N -2.52 0.53 2.18
C -3.89 0.23 2.09
C -4.39 -1.07 2.02
C -5.75 -1.27 1.86
C -6.61 -0.19 1.75
C -6.11 1.10 1.80
C -4.76 1.31 1.97
H -0.74 -1.76 3.59
H -2.46 -1.61 3.67
H -2.28 1.45 1.85
H -3.73 -1.92 2.04
H -6.13 -2.28 1.82
H -7.67 -0.36 1.62
H -6.78 1.95 1.71
H -4.36 2.31 2.02
C 2.17 0.78 -4.66
As 0.45 -0.11 -4.45
C -0.76 0.76 -5.72
C 0.29 -2.01 -4.85
O -0.27 0.31 -2.99
H 2.06 1.58 -5.39
H 2.92 0.06 -5.01
H 2.47 1.18 -3.70
H -0.37 0.74 -6.73
H -0.89 1.80 -5.41
H -1.73 0.27 -5.70
H 0.24 -2.15 -5.93
H -0.64 -2.35 -4.38
H 1.13 -2.57 -4.43
*
```

***

Formula: C30H28Cl2N4O14S4V
Source: the OMol25 dataset
Level of theory: the ωB97M-V functional and the def2-TZVPD basis

E_HOMO in hartree: -0.427

```
! wB97M-V def2-TZVPD RIJCOSX def2/J DEFGRID3
* xyz 1 1
V -0.33 -0.23 0.01
Cl -1.50 -4.41 2.03
C -0.04 -3.55 2.30
C 0.91 -4.05 3.22
C 2.07 -3.37 3.47
Cl 3.19 -3.99 4.61
C 2.36 -2.14 2.81
C 3.52 -1.36 2.97
C 3.63 -0.18 2.27
C 2.59 0.23 1.42
N 1.51 -0.49 1.24
C 1.39 -1.67 1.91
C 0.21 -2.38 1.65
O -0.62 -1.80 0.76
H 0.71 -4.98 3.73
H 4.30 -1.69 3.64
H 4.51 0.44 2.37
H 2.66 1.17 0.89
O -2.79 0.16 -3.23
S -2.93 -0.31 -1.91
O -4.02 0.11 -1.11
O -1.55 0.13 -1.08
C -2.62 -2.05 -1.79
C -3.71 -2.82 -1.45
C -3.57 -4.20 -1.35
C -2.34 -4.79 -1.57
C -1.23 -4.01 -1.88
C -1.36 -2.63 -2.00
S 0.14 -1.79 -2.50
O -0.18 -0.75 -3.42
O 1.08 -2.79 -2.86
O 0.74 -1.07 -1.20
H -4.66 -2.34 -1.26
H -4.42 -4.81 -1.10
H -2.22 -5.86 -1.49
H -0.26 -4.45 -2.05
C 3.86 7.15 -0.76
C 4.90 6.06 -0.56
S 4.20 4.43 -0.55
O 3.09 4.41 0.39
O 5.25 3.46 -0.40
C 3.54 4.19 -2.21
C 2.03 4.31 -2.39
N 1.26 3.46 -1.46
C 1.28 2.11 -1.46
N 0.59 1.65 -0.40
C 0.10 2.75 0.28
C 0.52 3.85 -0.37
N 0.27 5.21 0.06
O 0.52 6.11 -0.71
O -0.14 5.33 1.18
C 2.09 1.33 -2.42
H 4.32 8.12 -0.62
H 3.04 7.05 -0.05
H 3.44 7.13 -1.77
H 5.39 6.13 0.41
H 5.67 6.04 -1.33
H 3.92 3.21 -2.48
H 4.03 4.92 -2.87
H 1.77 4.02 -3.40
H 1.68 5.32 -2.22
H -0.49 2.70 1.17
H 2.16 1.85 -3.38
H 1.66 0.36 -2.61
H 3.10 1.20 -2.02
C -0.46 -2.84 7.03
C -0.93 -2.03 5.85
C -0.15 -1.00 5.34
C -0.56 -0.28 4.23
C -1.78 -0.59 3.63
C -2.58 -1.60 4.14
C -2.15 -2.31 5.25
S -2.32 0.25 2.19
O -3.02 -0.69 1.37
O -2.92 1.50 2.49
O -0.90 0.58 1.50
H 0.33 -2.33 7.57
H -0.08 -3.81 6.70
H -1.28 -3.04 7.72
H 0.80 -0.76 5.81
H 0.05 0.53 3.84
H -3.52 -1.84 3.65
H -2.78 -3.10 5.64
*
```

***

Formula: C2H6O2Si
Source: the OMol25 dataset
Level of theory: the ωB97M-V functional and the def2-TZVPD basis

E_HOMO in hartree: -0.379
Structure (SMILES): C=C[SiH2]OO

```
! wB97M-V def2-TZVPD RIJCOSX def2/J DEFGRID3
* xyz 0 1
C -1.97 -0.72 -0.44
C -0.71 -1.01 -0.58
Si 0.69 -0.18 0.61
O 1.18 1.16 -0.37
O 2.40 1.65 0.17
H -2.64 -1.11 -1.14
H -2.38 -0.04 0.30
H -0.46 -1.58 -1.46
H -0.01 0.46 1.62
H 1.83 -1.15 0.87
H 2.05 2.51 0.43
*
```

***

Formula: C4H9NO2
Source: the OMol25 dataset
Level of theory: the ωB97M-V functional and the def2-TZVPD basis

E_HOMO in hartree: -0.372
Structure (SMILES): CCN=C=O.CO

```
! wB97M-V def2-TZVPD RIJCOSX def2/J DEFGRID3
* xyz 0 1
C -1.71 0.89 0.67
C -1.83 -0.56 0.22
N -0.52 -1.20 0.11
C 0.30 -1.54 0.94
O 1.16 -1.91 1.64
H -1.12 1.46 -0.04
H -2.71 1.33 0.75
H -1.23 0.95 1.65
H -2.45 -1.15 0.90
H -2.29 -0.62 -0.77
C 2.39 0.49 -0.91
O 1.15 0.62 -1.58
H 3.08 -0.20 -1.43
H 2.86 1.48 -0.89
H 2.28 0.15 0.13
H 0.64 -0.18 -1.38
*
```

***

Formula: C2H8N2
Source: the OMol25 dataset
Level of theory: the ωB97M-V functional and the def2-TZVPD basis

E_HOMO in hartree: -0.359
Structure (SMILES): [H]/N=C/C.N

```
! wB97M-V def2-TZVPD RIJCOSX def2/J DEFGRID3
* xyz 0 1
H 0.26 -0.82 2.06
N -0.23 -0.25 1.37
C -0.61 -0.99 0.38
C -1.34 -0.40 -0.79
H -0.36 -2.06 0.34
H -0.65 0.22 -1.37
H -2.17 0.21 -0.44
H -1.71 -1.21 -1.42
N 1.99 1.48 -0.05
H 1.25 1.94 -0.58
H 1.58 1.39 0.89
H 2.00 0.52 -0.39
*
```

***

Looking at energy relative to the best compared isomer or geometry (same formula, charge and spin) for the records above, in order, we have 156.5, 26.6, 19.4, 106.5, 34.3, 8.4 kcal per mole.